Formula: C26H30N4O
Source: OMol25
Level of theory: ωB97M-V/def2-TZVPD

Geometry as ORCA input:
```
! RIJCOSX wB97M-V def2-TZVPD def2/J DEFGRID3
* xyz 0 1
C 3.9744 4.2154 0.7667
C 3.1107 3.2686 -0.0033
C 1.8574 3.6491 -0.4781
C 1.1156 2.6907 -1.1561
C -0.2491 2.9825 -1.6911
N 1.5919 1.4694 -1.3593
C 2.8256 1.1987 -0.8996
N 3.3261 -0.0209 -1.1598
C 4.5256 -0.5100 -0.5251
C 4.1781 -1.6964 0.3754
C 3.4803 -2.7880 -0.4325
C 2.2282 -2.2224 -1.1187
C 1.1437 -2.0107 -0.0566
O 0.8714 -2.9077 0.7222
N 0.5095 -0.8264 -0.0437
C -0.5501 -0.5727 0.9034
C -1.9379 -0.9594 0.3258
C -2.8001 -1.6166 1.3883
C -2.3270 -2.7878 1.9756
C -3.0676 -3.4411 2.9421
C -4.2989 -2.9409 3.3332
C -4.7842 -1.7900 2.7406
C -4.0422 -1.1333 1.7720
C -2.5925 0.2152 -0.3482
C -2.8491 1.3918 0.3500
C -3.4672 2.4619 -0.2708
C -3.8335 2.3780 -1.6039
C -3.5768 1.2162 -2.3100
C -2.9629 0.1442 -1.6847
C 2.6251 -1.0005 -1.9528
N 3.5909 2.0549 -0.2138
H 3.4608 4.5392 1.6704
H 4.1891 5.0975 0.1660
H 4.9057 3.7264 1.0362
H 1.4726 4.6420 -0.3137
H -0.8694 3.4424 -0.9251
H -0.1738 3.6771 -2.5267
H -0.7236 2.0681 -2.0354
H 4.9618 0.3092 0.0455
H 5.2337 -0.8275 -1.3006
H 5.0882 -2.0891 0.8302
H 3.5149 -1.3582 1.1738
H 3.1818 -3.6063 0.2238
H 4.1647 -3.1811 -1.1881
H 1.8269 -2.9875 -1.7944
H 0.7461 -0.0809 -0.6922
H -0.3461 -1.1749 1.7922
H -0.5267 0.4843 1.1734
H -1.7491 -1.7308 -0.4313
H -1.3726 -3.1911 1.6677
H -2.6846 -4.3470 3.3888
H -4.8789 -3.4500 4.0890
H -5.7490 -1.3976 3.0288
H -4.4477 -0.2446 1.3121
H -2.5750 1.4651 1.3931
H -3.6686 3.3643 0.2890
H -4.3171 3.2135 -2.0880
H -3.8580 1.1422 -3.3505
H -2.7723 -0.7623 -2.2422
H 1.7674 -0.5268 -2.4305
H 3.3093 -1.3424 -2.7417
*
```

- E (a.u.) = -1303.09874
- highest occupied orbital energy (eV) = -8.234
- SMILES = Cc1cc(C)nc(N2CCC[C@@H](C(=O)NCC(c3ccccc3)c3ccccc3)C2)n1
- energy above the lowest of the compared OMol25 structures with the same formula, charge and spin (kcal per mole) = 0.00
- F_max (eV/A) = 0.65

These are the natural (NBO) partial charges, in e, on atoms 1 to 5:
1. C -0.650
2. C 0.305
3. C -0.389
4. C 0.318
5. C -0.659